No. 1
Formula: C25H30AuGe2N2O2
Source: the OMol25 dataset
Level of theory: the ωB97M-V functional and the def2-TZVPD basis

Output
2S+1: 4
Frontier orbital gap (spin up / spin down) (eV): 6.82 / 5.16
ΔE to the lowest compared entry with this formula, charge and spin (kcal per mole): 0.0
LUMO level (spin up / spin down) (eV): -4.933 / -9.162
Charge: +2
⟨S²⟩: 3.7720

Each line ends with the Löwdin charge.
Atoms and positions in Å:
Au: 2.534 0.680 1.123  0.795
N: 2.774 2.124 -0.362  -0.123
C: 2.450 1.793 -1.785  -0.205
C: 1.008 2.051 -2.193  -0.076
C: -0.079 1.276 -1.509  -0.597
O: -1.129 0.975 -2.226  -0.123
O: -0.057 0.971 -0.312  -0.061
H: 2.298 2.983 -0.096  0.100
H: 3.767 2.345 -0.318  0.092
H: 2.740 0.762 -1.972  0.122
H: 3.062 2.428 -2.425  0.130
H: 0.925 1.869 -3.263  0.138
H: 0.760 3.109 -2.046  0.146
N: 2.538 -0.710 2.553  0.002
C: 2.649 -1.537 3.337  -0.073
C: 2.776 -2.570 4.324  -0.215
C: 1.634 -3.228 4.781  -0.020
C: 1.773 -4.222 5.731  -0.048
C: 3.035 -4.551 6.212  -0.035
C: 4.167 -3.889 5.753  -0.043
C: 4.046 -2.892 4.804  -0.012
H: 0.659 -2.957 4.398  0.111
H: 0.899 -4.741 6.099  0.117
H: 3.137 -5.332 6.953  0.121
H: 5.144 -4.149 6.138  0.120
H: 4.916 -2.364 4.439  0.127
C: -5.182 -2.232 2.746  -0.262
Ge: -3.483 -1.887 1.862  0.810
C: -2.208 -1.177 3.169  -0.265
C: -2.785 -3.560 1.118  -0.266
Ge: -2.262 0.174 -0.903  1.158
C: -3.241 1.760 -0.264  -0.263
C: -3.273 2.871 -1.116  -0.084
C: -3.784 4.065 -0.631  -0.048
C: -4.293 4.133 0.662  -0.034
C: -4.296 3.010 1.485  -0.046
C: -3.798 1.805 1.018  -0.087
C: -3.742 -0.370 -2.158  -0.197
C: -4.639 -1.405 -1.810  -0.059
C: -5.414 -1.954 -2.804  -0.022
C: -5.395 -1.393 -4.092  0.020
C: -4.572 -0.301 -4.401  -0.020
C: -3.785 0.261 -3.423  -0.049
H: -4.988 -2.979 3.520  0.031
H: -5.926 -2.626 2.055  0.016
H: -5.578 -1.333 3.216  0.017
H: -1.949 -2.019 3.818  0.016
H: -2.668 -0.398 3.776  0.019
H: -1.297 -0.786 2.716  0.002
H: -2.536 -4.182 1.983  0.026
H: -1.887 -3.424 0.516  0.009
H: -3.538 -4.077 0.524  0.016
H: -2.891 2.823 -2.125  0.097
H: -3.796 4.939 -1.268  0.119
H: -4.709 5.064 1.024  0.121
H: -4.698 3.071 2.488  0.119
H: -3.819 0.931 1.653  0.056
H: -4.667 -1.810 -0.808  0.071
H: -6.051 -2.801 -2.588  0.127
H: -6.054 -1.791 -4.852  0.131
H: -4.570 0.115 -5.400  0.128
H: -3.157 1.108 -3.653  0.105

No. 2
Formula: C25H30B2BrF4N6O10ReS2
Source: the OMol25 dataset
Level of theory: the ωB97M-V functional and the def2-TZVPD basis

Output
2S+1: 2
Frontier orbital gap (spin up / spin down) (eV): 6.09 / 5.58
ΔE to the lowest compared entry with this formula, charge and spin (kcal per mole): 24.2
LUMO level (spin up / spin down) (eV): -5.779 / -6.282
Charge: +1
⟨S²⟩: 0.7753

Each line ends with the Löwdin charge.
Atoms and positions in Å:
Re: -0.490 0.289 -1.105  1.773
C: 1.419 4.036 -2.234  0.043
C: 1.032 2.645 -1.922  -0.198
N: -0.186 2.244 -1.738  -0.058
O: -1.165 3.121 -1.979  0.097
B: -2.480 3.060 -1.235  -1.048
F: -2.341 3.471 0.054  0.219
F: -3.355 3.765 -1.998  0.209
O: -2.992 1.585 -1.164  0.037
N: -2.298 0.695 -1.870  -0.128
C: -2.662 0.326 -3.057  -0.190
C: -3.907 0.799 -3.709  0.052
C: -1.657 -0.521 -3.675  -0.193
N: -0.567 -0.606 -2.960  -0.077
O: 0.456 -1.235 -3.549  0.083
B: 1.516 -1.862 -2.655  -1.081
F: 2.434 -2.429 -3.463  0.230
F: 0.903 -2.736 -1.778  0.170
O: 2.203 -0.742 -1.896  0.059
N: 1.452 0.355 -1.676  -0.096
C: 1.988 1.517 -1.920  -0.171
C: 3.402 1.687 -2.298  0.046
C: -1.809 -1.154 -5.006  0.034
H: 0.585 4.576 -2.673  0.106
H: 2.288 4.071 -2.886  0.098
H: 1.681 4.515 -1.286  0.099
H: -4.164 1.789 -3.335  0.098
H: -4.733 0.124 -3.471  0.119
H: -3.787 0.825 -4.790  0.101
H: 3.928 0.739 -2.292  0.103
H: 3.861 2.384 -1.594  0.094
H: 3.459 2.136 -3.293  0.118
H: -2.846 -1.444 -5.168  0.101
H: -1.155 -2.018 -5.088  0.102
H: -1.528 -0.449 -5.793  0.120
O: 0.990 3.667 0.784  -0.339
S: 2.262 3.321 1.380  0.293
O: 2.547 3.884 2.657  -0.288
O: 3.354 3.122 0.461  -0.347
S: 1.845 1.170 1.828  0.879
C: 3.253 -2.711 4.328  -0.060
C: 3.013 -3.946 3.473  -0.183
N: 2.145 -3.673 2.321  -0.045
C: 2.765 -3.628 0.997  -0.184
C: 3.675 -2.426 0.793  -0.056
C: 0.826 -3.573 2.568  -0.426
O: 0.313 -3.766 3.659  0.091
C: -0.102 -3.179 1.443  -0.075
C: -1.220 -3.958 1.174  0.062
C: -2.120 -3.549 0.203  -0.007
C: -1.899 -2.353 -0.446  -0.146
N: -0.846 -1.575 -0.156  -0.110
C: 0.038 -1.988 0.767  -0.060
H: 3.917 -2.956 5.156  0.082
H: 2.313 -2.350 4.745  0.075
H: 3.713 -1.908 3.750  0.066
H: 2.545 -4.728 4.070  0.124
H: 3.951 -4.336 3.077  0.121
H: 1.991 -3.656 0.234  0.102
H: 3.344 -4.547 0.878  0.130
H: 3.144 -1.490 0.977  0.040
H: 4.047 -2.414 -0.231  0.084
H: 4.533 -2.457 1.465  0.079
H: -1.374 -4.874 1.731  0.144
H: -2.992 -4.137 -0.040  0.125
H: -2.578 -1.987 -1.204  0.114
H: 0.877 -1.331 0.966  0.086
Br: -3.516 -0.301 1.680  0.892
C: -3.216 1.392 2.475  -0.565
C: -4.293 1.994 3.094  -0.101
C: -4.120 3.200 3.760  -0.030
C: -2.870 3.796 3.835  -0.028
C: -1.785 3.182 3.240  0.026
C: -1.953 1.983 2.542  -0.164
C: -0.764 1.459 1.878  -0.458
O: 0.336 1.602 2.525  -0.319
O: -0.794 0.908 0.743  -0.178
H: -5.262 1.517 3.064  0.108
H: -4.973 3.667 4.233  0.120
H: -2.740 4.736 4.351  0.121
H: -0.805 3.640 3.270  0.136

No. 3
Formula: C25H30CaClF6N5O5S7
Source: the OMol25 dataset
Level of theory: the ωB97M-V functional and the def2-TZVPD basis

Output
Frontier orbital gap (eV): 7.66
ΔE to the lowest compared entry with this formula, charge and spin (kcal per mole): 0.0
LUMO level (eV): 0.051
Charge: 0

Each line ends with the Löwdin charge.
Atoms and positions in Å:
Ca: 0.375 -0.130 -2.548  1.089
F: -2.021 3.806 -3.799  0.158
C: -1.506 2.822 -4.523  -0.692
F: -0.176 2.875 -4.453  0.116
F: -1.888 2.941 -5.783  0.169
S: -2.116 1.228 -3.838  0.604
O: -1.648 1.244 -2.444  -0.412
O: -3.514 1.190 -4.085  -0.223
N: -1.162 0.236 -4.615  -0.371
S: -1.488 -1.301 -4.848  0.563
O: -0.244 -2.003 -4.650  -0.314
O: -2.666 -1.752 -4.182  -0.250
C: -1.836 -1.398 -6.650  -0.688
F: -2.872 -0.621 -6.941  0.155
F: -2.117 -2.653 -6.966  0.161
F: -0.773 -0.995 -7.341  0.151
C: 5.847 -1.290 -3.377  -0.076
C: 4.735 -1.837 -4.279  -0.199
C: 3.479 -1.139 -4.027  -0.160
N: 2.542 -0.539 -3.757  0.122
H: 6.767 -1.839 -3.571  0.080
H: 5.586 -1.404 -2.326  0.077
H: 6.025 -0.234 -3.574  0.085
H: 4.563 -2.899 -4.097  0.124
H: 4.979 -1.721 -5.335  0.122
C: 0.609 3.130 -0.684  -0.325
S: 1.691 2.411 -1.950  0.769
C: 3.043 1.864 -0.980  -1.010
C: 3.116 0.675 -0.336  -1.162
S: 1.963 -0.612 -0.254  0.465
S: 4.600 0.454 0.570  0.878
C: 5.377 1.962 0.196  -1.517
S: 6.851 2.388 0.765  0.536
S: 4.398 2.962 -0.816  0.898
H: -0.303 3.452 -1.186  0.037
H: 1.106 3.983 -0.228  0.053
H: 0.382 2.381 0.071  0.014
C: -0.292 -1.940 3.454  -0.023
C: -1.728 -1.698 3.932  -0.499
C: -1.672 -0.636 5.042  -0.027
C: -2.227 -3.013 4.549  -0.043
C: -2.711 -1.229 2.808  -0.418
O: -4.045 -1.208 3.349  -0.024
C: -2.485 0.193 2.242  -0.088
C: -1.135 0.648 1.638  -0.146
C: -0.342 1.634 2.470  -0.253
C: 1.028 1.470 2.656  -0.052
C: 1.779 2.405 3.354  -0.084
C: 1.151 3.523 3.874  -0.669
Cl: 2.077 4.701 4.753  0.664
C: -0.210 3.719 3.696  -0.099
C: -0.943 2.777 2.993  -0.040
C: -2.951 -2.254 1.673  -0.032
N: -1.986 -2.319 0.593  -0.083
C: -1.876 -1.523 -0.466  -0.150
N: -0.836 -1.883 -1.200  -0.021
C: -0.358 -2.972 -0.537  -0.225
N: -1.033 -3.279 0.541  0.128
H: 0.289 -2.317 4.299  0.096
H: 0.202 -1.033 3.116  0.059
H: -0.239 -2.688 2.666  0.067
H: -1.020 -0.993 5.841  0.093
H: -2.646 -0.444 5.503  0.087
H: -1.262 0.310 4.687  0.079
H: -1.612 -3.250 5.419  0.089
H: -2.127 -3.850 3.855  0.083
H: -3.266 -2.950 4.870  0.088
H: -4.045 -0.644 4.130  0.088
H: -2.755 0.882 3.044  0.105
H: -3.274 0.316 1.495  0.121
H: -1.362 1.145 0.687  0.105
H: -0.486 -0.188 1.382  0.064
H: 1.524 0.606 2.228  0.070
H: 2.844 2.268 3.490  0.111
H: -0.684 4.605 4.098  0.106
H: -2.004 2.949 2.842  0.118
H: -3.910 -1.989 1.229  0.143
H: -3.038 -3.255 2.081  0.127
H: -2.543 -0.698 -0.672  0.141
H: 0.500 -3.536 -0.864  0.116

No. 4
Formula: C25H30Cl2N2O4S
Source: the OMol25 dataset
Level of theory: the ωB97M-V functional and the def2-TZVPD basis

Output
Frontier orbital gap (eV): 3.64
LUMO level (eV): -0.748
Charge: 0

Each line ends with the Löwdin charge.
Atoms and positions in Å:
C: 6.071 -1.572 -3.587  -0.100
O: 5.844 -1.399 -2.208  -0.078
C: 4.506 -1.260 -1.849  -0.227
C: 4.209 -1.037 -0.497  0.022
C: 2.920 -0.838 -0.070  0.007
C: 1.858 -0.852 -0.980  -0.207
C: 0.484 -0.543 -0.565  0.053
C: -0.349 0.347 -1.152  -0.174
C: -1.777 0.367 -0.712  -0.049
N: -2.696 -0.590 -1.512  -0.155
C: -3.775 0.176 -2.287  -0.066
C: -4.686 -0.803 -3.029  -0.135
N: -4.252 -2.192 -2.775  -0.148
C: -2.858 -2.400 -3.248  -0.120
C: -1.913 -1.458 -2.504  -0.057
C: -4.335 -2.472 -1.322  -0.134
C: -3.419 -1.527 -0.544  -0.067
C: 0.113 1.269 -2.203  -0.414
C: -0.859 2.066 -3.011  0.000
O: 1.290 1.420 -2.446  0.106
C: 2.148 -1.145 -2.317  -0.048
C: 3.436 -1.327 -2.749  -0.018
H: 7.143 -1.674 -3.758  0.095
H: 5.574 -2.479 -3.931  0.090
H: 5.707 -0.704 -4.138  0.095
H: 5.032 -0.994 0.196  0.125
H: 2.713 -0.637 0.968  0.111
H: 0.090 -1.107 0.264  0.134
H: -1.822 0.090 0.344  0.137
H: -2.174 1.383 -0.752  0.132
H: -4.339 0.794 -1.584  0.141
H: -3.301 0.861 -2.990  0.111
H: -5.733 -0.696 -2.730  0.128
H: -4.659 -0.633 -4.112  0.128
H: -2.591 -3.450 -3.101  0.129
H: -2.835 -2.226 -4.328  0.128
H: -1.374 -0.804 -3.194  0.130
H: -1.152 -2.014 -1.952  0.133
H: -5.378 -2.375 -1.005  0.128
H: -4.059 -3.519 -1.159  0.128
H: -2.672 -2.077 0.035  0.139
H: -3.982 -0.921 0.171  0.139
H: -1.850 2.093 -2.570  0.042
H: -0.514 3.097 -3.087  0.105
H: -0.936 1.663 -4.020  0.097
H: 1.329 -1.184 -3.015  0.107
H: 3.626 -1.496 -3.793  0.097
Cl: -0.751 2.387 9.446  0.657
C: 0.022 2.193 7.911  -0.679
C: 1.102 2.990 7.572  -0.101
C: 1.726 2.822 6.352  -0.047
C: 1.272 1.855 5.478  -0.294
S: 2.088 1.565 3.897  0.648
C: 1.133 2.562 2.764  -0.894
Cl: 1.759 2.856 1.207  0.454
O: 3.465 2.161 4.051  -0.417
O: 1.791 0.145 3.478  -0.446
C: 0.201 1.059 5.813  -0.067
C: -0.426 1.223 7.030  -0.109
H: 1.445 3.725 8.279  0.102
H: 2.582 3.421 6.080  0.117
H: 0.162 2.921 3.018  -0.045
H: -0.115 0.295 5.119  0.107
H: -1.255 0.601 7.316  0.098

Asked for E_tot across the records above, the calculation gives -5519.5115 -5949.4477 -6145.0970 -2699.4298 Eh in order.
Asked for M across the records above, the calculation gives 732.7 1002.4 894.5 525.5 g/mol in order.
Asked for max |F| across the records above, the calculation gives 0.37 1.23 0.63 3.93 eV/Å in order.